No. 1
{"formula": "C5H6O", "method": "wB97M-V/def2-TZVPD", "smiles": "Cc1ccoc1", "e_lumo_ha": 0.0402, "charge": 0, "energy_ev": -7328.83846, "homo_ev": -8.6, "elements": ["C", "C", "C", "C", "O", "C", "H", "H", "H", "H", "H", "H"], "coordinates": [[0.521, 1.191, -1.193], [0.141, 0.056, -0.274], [-1.169, -0.432, 0.091], [-0.996, -1.170, 1.218], [0.315, -1.235, 1.554], [0.985, -0.507, 0.628], [1.351, 0.929, -1.857], [0.887, 2.016, -0.575], [-0.319, 1.562, -1.790], [-2.105, -0.293, -0.438], [-1.671, -1.678, 1.892], [2.059, -0.440, 0.744]], "lowdin_charge": [-0.0511, -0.2696, -0.0317, -0.1294, -0.0051, -0.1008, 0.0755, 0.0773, 0.0753, 0.1079, 0.1202, 0.1313]}

---

No. 2
{"formula": "C5H6N2O", "method": "wB97M-V/def2-TZVPD", "smiles": "[H]/N=C/N1C=COC1=C", "e_lumo_ha": 0.0231, "charge": 0, "energy_ev": -10307.15964, "homo_ev": -7.5, "elements": ["H", "N", "C", "N", "C", "C", "O", "C", "C", "H", "H", "H", "H", "H"], "coordinates": [[2.267, -1.831, -1.755], [1.937, -0.901, -1.662], [1.106, -1.008, -0.576], [0.358, 0.098, -0.125], [0.601, 1.461, -0.317], [-0.424, 2.142, 0.246], [-1.263, 1.213, 0.800], [-0.821, -0.077, 0.535], [-1.623, -1.089, 1.043], [0.953, -1.955, 0.090], [1.546, 1.607, -0.868], [-0.566, 3.236, 0.478], [-1.423, -2.114, 0.662], [-2.649, -0.781, 1.447]], "lowdin_charge": [-0.0025, 0.0862, -0.1475, -0.0521, -0.0320, -0.0754, -0.0055, -0.3542, 0.0342, 0.1565, 0.1279, 0.1433, 0.0398, 0.0813]}

---

No. 3
{"formula": "C15H28N3O3", "method": "wB97M-V/def2-TZVPD", "spin_multiplicity": 2, "e_lumo_ha": [0.0132, 0.0072], "charge": 0, "s2": 0.75, "energy_ev": -26619.56542, "homo_ev": [-8.6, -9.1], "elements": ["C", "C", "O", "N", "C", "C", "C", "C", "C", "N", "O", "C", "C", "C", "C", "N", "O", "C", "C", "C", "C", "H", "H", "H", "H", "H", "H", "H", "H", "H", "H", "H", "H", "H", "H", "H", "H", "H", "H", "H", "H", "H", "H", "H", "H", "H", "H", "H", "H"], "coordinates": [[3.635, -0.769, 0.867], [2.960, 0.488, 0.360], [3.342, 1.574, 0.750], [1.951, 0.340, -0.669], [2.233, 1.307, -1.750], [0.561, 0.454, -0.162], [0.395, 1.793, 0.619], [-1.019, 2.281, 0.881], [-1.000, 3.563, 1.717], [-2.231, 3.897, 2.392], [-0.028, 4.279, 1.813], [0.210, -0.665, 0.829], [-0.063, -2.072, 0.273], [1.203, -2.867, -0.007], [-0.844, -2.847, 1.377], [-0.926, -2.039, -0.965], [-0.331, -2.532, -2.002], [-1.516, -0.712, -1.296], [-2.687, -0.376, -0.357], [-2.144, -0.810, -2.704], [-0.401, 0.348, -1.370], [3.769, -1.464, 0.044], [4.619, -0.469, 1.212], [3.079, -1.231, 1.672], [1.501, 2.108, -1.814], [2.200, 0.782, -2.705], [3.224, 1.731, -1.659], [0.865, 1.642, 1.589], [0.937, 2.598, 0.137], [-1.551, 2.542, -0.035], [-1.639, 1.571, 1.420], [-3.003, 3.491, 1.874], [-2.232, 3.406, 3.282], [0.949, -0.773, 1.619], [-0.702, -0.336, 1.320], [1.709, -2.974, 0.953], [0.970, -3.864, -0.356], [1.880, -2.347, -0.672], [-1.907, -2.788, 1.149], [-0.719, -2.385, 2.353], [-0.558, -3.891, 1.402], [-2.548, -0.761, 0.650], [-3.573, -0.879, -0.742], [-2.899, 0.685, -0.353], [-2.875, -0.008, -2.793], [-1.415, -0.675, -3.494], [-2.640, -1.767, -2.812], [0.153, 0.123, -2.275], [-0.895, 1.299, -1.557]], "lowdin_charge": [0.0087, -0.4486, 0.1004, -0.0537, -0.0488, -0.3690, -0.1189, -0.1242, -0.4698, 0.0963, 0.1054, -0.0655, -0.4420, -0.0437, -0.0141, -0.0878, -0.0133, -0.4576, -0.0180, -0.0338, -0.0499, 0.0781, 0.0853, 0.0719, 0.0879, 0.0859, 0.0918, 0.1259, 0.1171, 0.1194, 0.1033, 0.0715, 0.0893, 0.1239, 0.0988, 0.0852, 0.0865, 0.0692, 0.0745, 0.0832, 0.0804, 0.0669, 0.0875, 0.0747, 0.0873, 0.0793, 0.0906, 0.1099, 0.1225]}

---

No. 4
{"formula": "C15H34N2O5S2", "method": "wB97M-V/def2-TZVPD", "e_lumo_ha": 0.0104, "charge": 0, "energy_ev": -50990.73930, "homo_ev": -8.2, "elements": ["C", "O", "H", "H", "H", "H", "C", "O", "H", "H", "H", "H", "C", "O", "H", "H", "H", "H", "N", "C", "C", "C", "C", "H", "H", "H", "H", "H", "N", "C", "C", "C", "C", "H", "H", "H", "H", "H", "C", "S", "O", "C", "H", "H", "H", "H", "H", "H", "C", "S", "O", "C", "H", "H", "H", "H", "H", "H"], "coordinates": [[-1.196, 4.444, -1.041], [-1.852, 5.711, -1.152], [-1.842, 3.603, -0.799], [-0.750, 4.239, -2.022], [-0.436, 4.503, -0.258], [-1.220, 6.391, -0.920], [-4.639, 1.331, 2.089], [-4.338, 2.235, 1.057], [-5.561, 1.613, 2.596], [-4.753, 0.309, 1.720], [-3.850, 1.369, 2.849], [-3.440, 2.055, 0.727], [4.051, 2.640, 1.545], [3.563, 2.274, 2.822], [4.704, 1.863, 1.133], [3.319, 2.800, 0.759], [4.668, 3.544, 1.583], [4.220, 1.722, 3.247], [-5.005, -2.663, -1.194], [-4.678, -1.364, -0.883], [-3.365, -1.204, -1.133], [-2.818, -2.437, -1.539], [-3.880, -3.319, -1.603], [-5.898, -3.116, -1.195], [-5.412, -0.682, -0.488], [-2.776, -0.305, -1.016], [-1.778, -2.626, -1.749], [-3.842, -4.353, -1.905], [-0.419, -4.412, 1.868], [0.739, -3.870, 2.350], [1.546, -3.623, 1.278], [0.838, -3.962, 0.097], [-0.371, -4.467, 0.488], [-1.212, -4.727, 2.394], [0.957, -3.882, 3.405], [2.577, -3.312, 1.348], [1.189, -3.808, -0.910], [-1.223, -4.793, -0.083], [4.228, 0.831, -3.698], [4.993, 1.288, -2.117], [4.249, 2.466, -1.545], [4.377, -0.151, -1.168], [4.249, 1.716, -4.333], [3.185, 0.525, -3.624], [4.854, 0.033, -4.096], [3.437, 0.207, -0.741], [5.084, -0.379, -0.374], [4.147, -1.071, -1.704], [0.929, 1.589, 1.074], [-0.668, 0.768, 1.394], [-1.721, 1.373, 0.502], [-0.274, -0.813, 0.588], [0.932, 2.578, 1.528], [1.210, 1.655, 0.023], [1.689, 0.996, 1.587], [0.616, -1.285, 0.990], [-0.170, -0.625, -0.482], [-1.164, -1.423, 0.731]], "lowdin_charge": [-0.1495, -0.1253, 0.0554, 0.0767, 0.0725, 0.0629, -0.1857, -0.1404, 0.0736, 0.0577, 0.0730, 0.0160, -0.1786, -0.1164, 0.0637, 0.0451, 0.0848, 0.0756, 0.0099, -0.1268, -0.1258, -0.1170, -0.1492, 0.1414, 0.1096, 0.0803, 0.0833, 0.1012, 0.0195, -0.1418, -0.1477, -0.1242, -0.1302, 0.1438, 0.1092, 0.0937, 0.0936, 0.1018, -0.2692, 0.8374, -0.5629, -0.2571, 0.0496, 0.0580, 0.0493, 0.0383, 0.0404, 0.0511, -0.2685, 0.8873, -0.5695, -0.2567, 0.0522, 0.0591, 0.0415, 0.0281, 0.0644, 0.0413]}

---

No. 5
{"formula": "C3H6INO2", "method": "wB97M-V/def2-TZVPD", "spin_multiplicity": 3, "e_lumo_ha": [0.0121, -0.1054], "charge": 0, "s2": 2.01, "energy_ev": -16884.30940, "homo_ev": [-5.6, -9.4], "elements": ["C", "C", "C", "N", "O", "O", "I", "H", "H", "H", "H", "H", "H"], "coordinates": [[-1.090, -1.562, -0.411], [0.934, 0.822, -0.447], [-1.767, -0.951, 0.523], [0.668, 2.055, -0.198], [0.157, 3.043, -0.712], [1.019, 2.309, 1.128], [-3.440, 0.282, 0.001], [-1.318, -1.433, -1.407], [-0.107, -2.171, -0.177], [0.500, 0.278, -1.272], [1.519, 0.212, 0.187], [1.210, 3.242, 1.274], [-1.401, -0.884, 1.613]], "lowdin_charge": [-0.2441, 0.0641, -0.7208, -0.3816, 0.0052, 0.0265, 0.7897, 0.0049, 0.1141, 0.0775, 0.0838, 0.1159, 0.0648]}

---

No. 6
{"formula": "FHNO3P", "method": "wB97M-V/def2-TZVPD", "smiles": "O=P([O-])([O-])NF", "e_lumo_ha": 0.2859, "charge": -2, "energy_ev": -19653.97460, "homo_ev": 0.6, "elements": ["O", "P", "O", "O", "N", "F", "H"], "coordinates": [[-0.642, 0.878, -1.690], [-0.064, 0.789, -0.337], [1.417, 1.096, -0.108], [-1.035, 1.286, 0.743], [-0.290, -1.037, 0.333], [0.271, -2.366, 0.029], [0.344, -0.648, 1.031]], "lowdin_charge": [-0.4765, -0.0027, -0.5181, -0.5050, -0.1444, -0.3242, -0.0290]}

---

No. 7
{"formula": "C3H4N2O", "method": "wB97M-V/def2-TZVPD", "smiles": "Oc1c[nH]cn1", "e_lumo_ha": 0.0311, "charge": 0, "energy_ev": -8202.62557, "homo_ev": -8.4, "elements": ["O", "C", "C", "N", "C", "N", "H", "H", "H", "H"], "coordinates": [[-0.777, 1.999, 0.848], [-0.174, 0.923, 0.325], [0.994, 0.501, -0.242], [0.748, -0.849, -0.522], [-0.501, -1.159, -0.126], [-1.075, -0.112, 0.387], [-1.596, 1.360, 0.981], [1.938, 0.962, -0.485], [1.396, -1.488, -0.944], [-0.952, -2.137, -0.222]], "lowdin_charge": [0.0276, -0.4369, -0.0254, 0.0321, -0.1894, 0.0755, 0.1421, 0.1081, 0.1420, 0.1243]}